# 1
14
Properties=species:S:1:pos:R:3:nbo_charge:R:1 method="wB97M-V/def2-TZVPD" orbital_gap_ev=9.2 e_lumo_ev=0.14 de_lowest_kj_mol=618.8 largest_force_ha_per_bohr=0.204
C 2.0083 0.1273 0.1989 0.021
C 2.8883 -0.9077 0.3805 -0.502
C 0.0276 -1.0605 -0.6319 0.331
C -2.0612 -0.3394 -0.1626 0.469
H -0.4568 1.8249 1.3088 0.159
H 2.4782 1.0999 -0.1497 0.192
H 3.8252 -0.4922 0.5824 0.226
H 2.3514 -1.7760 0.7734 0.211
H 0.7779 -1.8902 -0.9027 0.192
H -2.5723 0.6785 -1.0094 0.196
N 0.6992 0.1194 -0.1992 -0.595
N -1.1172 -1.2312 -0.6569 -0.476
O -2.2687 -0.6334 1.1235 -0.608
S -0.1567 1.6555 -0.1442 0.185

# 2
17
Properties=species:S:1:pos:R:3:nbo_charge:R:1 method="wB97M-V/def2-TZVPD" orbital_gap_ev=8.9 e_lumo_ev=1.01 de_lowest_kj_mol=315.0 smiles="C=CC.C=CN" largest_force_ha_per_bohr=0.094
C -1.4040 0.6533 0.7077 -0.379
C -1.3219 -0.6989 0.6416 -0.220
C -1.8729 -1.7228 -0.3673 -0.684
H -1.1874 1.1558 1.6253 0.207
H -1.6237 1.2728 -0.1785 0.204
H -0.9585 -1.2456 1.5640 0.199
H -1.3329 -1.8413 -1.2985 0.226
H -1.5160 -2.7067 0.0149 0.220
H -2.9397 -1.7659 -0.7045 0.238
C 1.4950 2.0938 -0.3628 -0.535
C 2.1432 0.8794 -0.4476 0.023
N 1.6279 -0.3803 -0.0558 -0.905
H 0.5785 2.0960 0.2354 0.194
H 2.0276 3.0007 -0.5693 0.209
H 3.1474 0.7631 -1.0028 0.175
H 0.6213 -0.5499 -0.1470 0.424
H 2.5163 -1.0035 0.3450 0.406

# 3
14
Properties=species:S:1:pos:R:3:nbo_charge:R:1 method="wB97M-V/def2-TZVPD" orbital_gap_ev="8.6 / 8.6" e_lumo_ev="0.74 / 0.74" de_lowest_kj_mol=647.6 largest_force_ha_per_bohr=0.101
C 2.8590 -1.3521 -0.1722 -0.236
C -2.8032 1.0591 0.9471 -0.775
C -0.7719 0.3048 -0.4916 -0.312
N 0.5168 -0.0384 -0.7347 0.343
O 1.1360 0.2599 -1.7736 -0.479
O 1.3894 -0.9762 0.1974 -0.448
S -1.5843 -0.2365 0.8523 0.354
H 3.1736 -1.6066 -1.1085 0.195
H 3.3103 -0.4266 0.0170 0.190
H 3.0958 -2.1105 0.5429 0.205
H -3.3438 1.1966 1.9255 0.247
H -3.6024 0.9997 0.2378 0.223
H -2.3118 1.9827 0.9812 0.227
H -1.0635 0.9442 -1.4206 0.268